(1)
Molecular formula: C14H23ClN5O
Method: DFT, ωB97M-V with the def2-TZVPD basis set

Charge ... +1
HOMO ... -11.465 eV
Kohn-Sham gap ... 7.6854 eV
LUMO ... -3.8 eV

Atoms and positions in Å:
H1 4.126761 -4.077641 -1.664418
N1 -3.945790 0.032232 2.494516
C1 1.621283 -2.264726 -3.066202
H2 0.469894 3.911889 0.835742
H3 -4.789779 0.498116 2.180450
H4 -3.058312 1.360157 -0.105267
H5 2.001691 3.686761 0.377435
H6 2.742366 1.544429 -0.255405
H7 -3.255723 -0.351598 0.270678
N2 1.100769 1.547843 1.700860
H8 -0.999955 -1.747758 -0.500907
C2 -1.094281 -0.772574 -0.973452
C3 -2.662484 0.531691 0.465557
C4 -2.800096 0.734281 1.975359
H9 -1.157636 2.421037 0.533548
H10 -0.564690 -1.031758 -2.997902
C5 -1.118709 0.308204 0.169721
H11 -0.737680 2.011056 -1.095665
H12 -2.556333 2.159183 3.267863
H13 3.283395 -2.916090 0.335600
H14 1.707399 0.732304 1.672399
O1 -2.716978 2.069983 2.319979
C6 3.302944 -3.392034 -1.753502
N3 -1.599709 -0.059627 2.404808
H15 1.422485 -1.359354 0.181623
C7 1.128207 -1.596664 -1.942620
C8 -0.580988 1.723904 -0.060861
C9 2.824585 -2.730081 -0.623004
C10 -0.062422 -0.680145 -2.101664
N4 1.808956 1.273439 -0.550581
H16 0.231498 0.342332 -2.307618
H17 -2.074437 -0.753107 -1.428943
C11 -0.745164 -0.274692 1.475098
H18 1.727747 1.665004 -1.484322
C12 1.752389 -1.846458 -0.722091
N5 1.045459 3.439739 0.142117
H19 3.059169 -3.659068 -3.856080
Cl1 -1.347951 -0.638162 3.973455
H20 1.165517 -2.114879 -4.033295
H21 -3.975184 0.071941 3.509449
H22 1.645220 2.247102 2.187149
C13 0.866817 1.977742 0.304353
H23 0.114108 -0.875635 1.727318
C14 2.695644 -3.148318 -2.981278

Forces on atoms 1 to 3 (eV/Å):
0.158 -0.144 -0.044
0.189 0.241 0.220
0.278 -0.160 0.174

natural (NBO) population analysis, charges in e, atoms 1 to 2: 0.22 -0.84

=====

(2)
Molecular formula: C14H23CoN6S3
Method: DFT, ωB97M-V with the def2-TZVPD basis set

⟨S²⟩ ... 0.786
Charge ... +1
Multiplicity ... 2
HOMO (spin up / spin down) ... -10.333 / -10.328 eV
Kohn-Sham gap (spin up / spin down) ... 7.6384 / 7.7619 eV
LUMO (spin up / spin down) ... -2.7 / -2.6 eV

Atoms and positions in Å:
C1 -1.669344 -1.664180 -2.183017
C2 3.315747 3.892907 -0.755606
H1 -3.832412 -0.435089 1.608900
H2 0.196182 -0.736425 -2.180984
H3 -4.118760 -2.066593 1.035029
C3 -2.692855 -1.982184 -1.094616
H4 -1.590262 -2.504177 -2.872768
N1 -1.186878 -0.883910 2.292020
S1 3.563343 -2.695821 0.672743
H5 -1.479886 0.003395 2.690976
C4 2.163809 1.928983 0.026748
S2 0.516485 -2.863469 0.896749
H6 0.194476 -2.202309 -1.490460
H7 -1.987817 -0.807843 -2.773718
C5 2.167714 3.280086 -0.276564
H8 -2.556116 1.416775 1.321347
H9 5.365485 3.587506 -1.294659
C6 -2.338369 -1.827522 2.247182
H10 -2.430092 -2.932879 -0.626637
N2 -0.347650 -1.344773 -1.577276
C7 4.472183 1.773912 -0.622264
H11 -2.577619 2.444132 -0.098918
N3 1.978163 -0.723772 0.395952
H12 5.373095 1.204045 -0.763953
C8 4.458137 3.130424 -0.923074
H13 -0.559777 1.428088 -0.817057
H14 -2.810226 -1.940995 3.224249
N4 -0.859720 1.172650 0.120445
C9 -2.305985 1.450623 0.260472
C10 4.276822 -1.139592 0.281320
C11 1.982132 -1.987791 0.650551
C12 3.319171 1.162768 -0.144052
H15 -0.318136 1.759894 0.747192
H16 -3.693431 -2.084184 -1.529559
H17 -4.151555 0.521024 -0.396154
Co1 -0.552961 -0.904417 0.380567
H18 1.265889 3.861800 -0.126051
N5 3.255951 -0.233072 0.174888
H19 -2.842492 0.487087 -1.560417
N6 -2.648395 -0.951629 -0.040281
H20 1.276091 1.463059 0.418634
H21 -1.944063 -2.798909 1.954568
S3 5.903600 -1.005333 0.125732
H22 -0.459956 -1.258438 2.895671
H23 3.319481 4.949006 -0.988343
C13 -3.337470 -1.325036 1.216019
C14 -3.071738 0.382170 -0.501514

Forces on atoms 1 to 3 (eV/Å):
0.024 0.048 -0.001
0.013 0.021 -0.014
-0.041 -0.009 -0.016

natural (NBO) population analysis, charges in e, atoms 1 to 2: -0.24 -0.21

=====

(3)
Molecular formula: C14H23CuN2O8
Method: DFT, ωB97M-V with the def2-TZVPD basis set

⟨S²⟩ ... 2.009
Charge ... -2
Multiplicity ... 3
HOMO (spin up / spin down) ... 0.783 / -1.699 eV
Kohn-Sham gap (spin up / spin down) ... 3.7118 / 6.1022 eV
LUMO (spin up / spin down) ... 4.5 / 4.4 eV

Atoms and positions in Å:
H1 2.466727 -22.728822 12.426946
H2 -0.823051 -23.934617 1.583024
C1 1.693809 -20.129488 4.893598
H3 -1.935087 -17.565363 7.006319
C2 2.562609 -18.936851 4.724639
H4 -0.638254 -25.474277 2.485142
H5 3.344000 -19.001190 5.481865
H6 1.786006 -24.924580 6.473491
N1 1.975491 -24.732757 8.568512
O1 0.450900 -23.719162 4.591965
C3 1.506633 -23.940391 9.644307
O2 0.659042 -20.272327 4.193749
C4 -0.301414 -24.441579 2.394794
H7 0.072915 -23.491746 11.967362
H8 0.753203 -24.494056 2.124369
H9 -1.679397 -19.068167 7.834141
Cu1 -0.317704 -21.887889 5.712201
O3 -1.480178 -22.987161 3.765696
H10 -3.343944 -18.484964 7.524084
H11 0.371627 -24.886682 12.706292
H12 1.554300 -26.842470 11.102660
C5 -1.159738 -22.680243 8.224230
C6 -0.508482 -23.769890 3.754112
H13 2.024412 -23.592744 13.874632
H14 1.404620 -22.871011 9.532832
O4 -0.532563 -21.596609 7.981140
H15 -1.071541 -22.344185 10.334085
C7 0.909911 -24.182051 12.072379
C8 2.096406 -24.259859 7.279659
H16 3.155052 -24.070883 7.101758
H17 2.913850 -24.455203 12.625528
C9 1.643627 -26.051662 10.372564
C10 -2.371668 -19.136770 5.682600
O5 1.872060 -21.002050 5.739323
C11 -2.335893 -18.572733 7.118839
H18 2.122603 -17.953352 4.889630
N2 1.326011 -24.734901 10.745976
O6 -1.414822 -23.443290 7.225776
H19 3.077495 -18.998341 3.765875
H20 1.534364 -23.325945 7.281545
H21 -1.797339 -23.901228 9.770222
H22 2.328988 -26.828019 8.367729
O7 -1.999755 -20.352009 5.573648
C12 2.144569 -23.702223 12.796815
C13 -1.702676 -22.830377 9.590181
C14 2.071963 -26.012129 9.027027
O8 -2.587394 -18.480889 4.639795
H23 -2.691347 -22.394258 9.733123

Forces on atoms 1 to 3 (eV/Å):
0.224 -0.144 -0.193
-0.232 0.017 0.400
-3.334 -0.787 -1.032

natural (NBO) population analysis, charges in e, atoms 1 to 2: 0.21 0.22

=====

(4)
Molecular formula: C14H23I2InLaNO3S2
Method: DFT, ωB97M-V with the def2-TZVPD basis set

Charge ... +4
HOMO ... -20.678 eV
Kohn-Sham gap ... 5.5363 eV
LUMO ... -15.1 eV

Atoms and positions in Å:
H1 -2.377829 2.306772 -1.174231
H2 -1.739581 -0.029682 6.557093
S1 -1.469727 -0.929780 -0.972333
H3 3.735076 -2.794260 -0.339856
H4 -3.224668 0.702841 -2.926469
O1 2.845047 0.246297 2.938442
H5 3.656207 -2.102051 -2.839430
C1 3.514353 -0.821185 -1.122190
H6 3.674209 -1.556104 0.903070
C2 -2.902481 1.708767 -0.412051
H7 -1.701852 1.927679 4.899708
H8 -4.810948 0.515664 -2.114629
O2 -1.860275 3.071885 -3.931083
H9 3.462456 0.894484 0.243424
In1 0.234755 -0.164763 0.603973
H10 3.594849 -0.397846 -3.268225
C3 4.006205 -1.113577 -2.541490
H11 5.109953 -1.082821 -2.608574
H12 4.948032 0.741859 -0.729393
S2 1.608596 -1.416086 -1.118586
C4 -1.766953 -0.176508 5.470054
H13 -3.907497 2.171259 -0.286444
O3 2.953413 2.297470 -4.179772
H14 -4.845678 -0.178831 0.459171
C5 -3.811767 -0.523404 0.309738
C6 -3.077497 0.242698 -0.791148
H15 -2.368468 1.828340 0.536587
C7 2.124215 1.794850 -3.546555
C8 -1.156421 1.002021 4.705057
H16 -3.251770 -0.428096 1.239062
H17 -2.819701 -0.319773 5.184325
H18 -3.776107 -0.904844 -2.466325
H19 3.463326 1.362834 -1.469979
C9 4.072582 -1.796259 -0.083016
C10 -1.212389 0.751804 3.274592
I1 -0.413097 -4.201380 -0.565497
C11 3.841114 0.620250 -0.748605
C12 2.065772 0.127862 2.135705
H20 5.172607 -1.795427 -0.046737
C13 -1.176954 2.324627 -3.378669
H21 -0.103366 1.149296 4.991630
La1 0.228218 0.225202 -2.728417
H22 -1.243828 -1.123490 5.251420
N1 -1.307433 0.539867 2.149837
H23 -3.827145 -1.572950 0.039251
C14 -3.770362 0.140628 -2.153099
I2 -0.387192 -3.266119 -3.349319

Forces on atoms 1 to 3 (eV/Å):
-0.195 -0.164 0.122
0.134 0.235 -0.384
-1.180 1.918 1.032

natural (NBO) population analysis, charges in e, atoms 1 to 2: 0.19 0.29

=====

(5)
Molecular formula: C14H23InNO7
Method: DFT, ωB97M-V with the def2-TZVPD basis set

Charge ... +1
HOMO ... -12.139 eV
Kohn-Sham gap ... 4.2560 eV
LUMO ... -7.9 eV

Atoms and positions in Å:
C1 9.882930 -5.114790 0.184720
H1 14.817220 -0.045710 2.025290
H2 18.222480 -2.893900 -0.005420
H3 13.147020 -2.164710 6.297160
C2 12.748970 -4.623730 -0.135460
H4 18.432850 -4.539230 -1.773600
H5 15.718080 -7.901160 -0.056250
H6 13.929040 -0.348750 4.648490
C3 17.809270 -4.678350 -0.890480
O1 15.907220 -6.013690 -0.002210
In1 15.655230 -4.025900 2.164690
H7 14.440040 -7.120850 -1.087290
H8 10.078890 -5.367780 2.276650
H9 15.989530 -5.328920 -1.966530
C4 15.240980 -0.190200 1.031490
H10 17.281000 -2.454050 -2.098820
H11 18.436410 -5.209860 -0.174730
H12 15.651320 -0.814910 -1.309470
H13 14.473330 0.154900 0.338860
O2 15.620110 -1.468170 0.651170
C5 15.000340 -7.086550 -0.152940
N1 17.418440 -3.466900 -0.218270
C6 12.015540 -4.817720 1.279130
C7 11.910100 -4.620940 -1.297400
C8 16.327510 -1.347820 -0.640990
O3 13.912950 -4.133880 -0.187110
C9 10.563060 -4.875120 -1.246810
H14 14.607360 -1.217940 6.938920
H15 12.391170 -4.397110 -2.238080
O4 14.061560 -2.281330 3.897200
C10 14.198800 -1.898610 6.192010
H16 16.936770 -6.597320 -1.565050
H17 14.805590 -2.779700 6.400780
O5 12.700720 -4.671970 2.286360
H18 16.057290 0.530600 0.984640
O6 10.010490 -4.957230 -2.378790
C11 14.459250 -1.290950 4.787230
H19 15.508290 -1.018750 4.670920
H20 15.735790 -3.186030 -1.606810
O7 8.603200 -5.358320 0.231710
H21 17.139330 -0.622100 -0.592160
H22 13.102160 -2.250180 3.883750
C12 16.613290 -5.650550 -1.132520
C13 16.650590 -2.713980 -1.248460
H23 14.281820 -7.134690 0.665300
C14 10.552690 -5.066260 1.354150

Forces on atoms 1 to 3 (eV/Å):
-6.685 -0.738 -3.892
0.088 -0.985 0.174
0.270 -0.081 0.173

natural (NBO) population analysis, charges in e, atoms 1 to 2: 0.29 0.20

=====

| no. | DFT total energy (a.u.) |
| --- | --- |
| 1 | -1356.213437 |
| 2 | -3452.971539 |
| 3 | -2899.122549 |
| 4 | -2439.602030 |
| 5 | -1318.332860 |